(a)
This record from OMol25 describes an isolated molecule of C3H4S. The level of theory is ωB97M-V with the def2-TZVPD basis set.

Structure (XYZ):
```
8
Properties=species:S:1:pos:R:3:mulliken_charge:R:1
C 0.38 0.85 0.13 -0.50
C -1.77 -0.70 0.16 -0.19
S 1.91 -0.19 0.30 -0.21
H 0.55 0.99 -0.92 0.25
C -0.78 0.01 0.18 -0.18
H -2.31 -1.60 -0.02 0.37
H 0.42 1.72 0.83 0.34
H 1.61 -1.07 -0.65 0.13
```

Values from the calculation:
gap between HOMO and LUMO	0.3731	Ha

(b)
This record from OMol25 describes a cluster of 2 separate species, C3H4S in total. The level of theory is ωB97M-V with the def2-TZVPD basis set.

Structure (XYZ):
```
8
Properties=species:S:1:pos:R:3:mulliken_charge:R:1
C -0.57 0.04 0.97 -0.53
H -0.15 2.14 -0.22 0.30
H -0.97 -1.23 -0.34 0.22
C 0.79 0.46 1.07 0.02
C -0.08 1.30 0.46 -0.09
H 1.75 0.08 1.40 0.30
S -0.77 -1.93 -1.55 -0.31
H 0.01 -0.86 -1.78 0.09
```

Values from the calculation:
gap between HOMO and LUMO	0.3569	Ha

Stability ranking, top entry: (a); the second entry is 2.113 eV less favorable.

(a)
This record from OMol25 describes a structure of composition C3H8NO. The level of theory is ωB97M-V with the def2-TZVPD basis set.

Structure (XYZ):
```
13
Properties=species:S:1:pos:R:3:mulliken_charge:R:1
O -0.02 0.47 0.06 -0.36
H 1.70 0.88 -1.23 0.25
C -2.31 -0.22 0.16 -0.85
H -1.52 1.85 0.11 0.39
H 2.76 -1.11 -0.71 0.39
C -1.25 0.76 0.09 0.15
H 1.42 -0.99 0.32 0.35
H 2.87 -0.67 0.81 0.36
N 2.29 -0.49 0.04 -0.26
H -3.22 -0.10 -0.60 0.34
C 1.84 0.86 -0.17 -0.31
H -2.60 0.01 1.29 0.27
H -1.97 -1.26 -0.15 0.28
```

Values from the calculation:
net charge	+1
gap between HOMO and LUMO	0.3526	Ha

(b)
This record from OMol25 describes a cluster of 2 separate species, C3H8NO in total. The level of theory is ωB97M-V with the def2-TZVPD basis set.

Structure (XYZ):
```
13
Properties=species:S:1:pos:R:3:mulliken_charge:R:1
H 0.97 -1.03 1.85 0.29
C 0.50 -0.34 1.17 0.07
C 0.47 -2.13 -0.39 -0.04
H 0.82 -2.76 0.42 0.22
H 0.38 -2.57 -1.38 0.27
H -0.72 1.30 0.74 0.27
N 0.31 -0.90 -0.15 0.05
H -1.31 1.82 -2.24 0.33
H -0.62 2.96 -1.46 0.33
C -0.14 0.77 1.48 -0.63
H -0.08 1.14 2.49 0.27
O -0.58 2.01 -1.64 -0.66
H 0.02 -0.28 -0.91 0.24
```

Values from the calculation:
net charge	+1
gap between HOMO and LUMO	0.3654	Ha

(c)
This record from OMol25 describes a cluster of 2 separate species, C3H8NO in total. The level of theory is ωB97M-V with the def2-TZVPD basis set.

Structure (XYZ):
```
13
Properties=species:S:1:pos:R:3:mulliken_charge:R:1
H 3.20 -0.53 -0.02 0.30
N 1.51 0.38 0.61 -0.09
H -1.42 1.68 -0.05 0.34
H -0.98 -1.28 -1.49 0.32
H -2.64 1.04 1.17 0.25
H 1.77 -0.33 -1.26 0.28
H 0.83 1.12 0.50 0.29
C 2.27 -0.06 -0.33 -0.07
O -0.59 -0.64 -0.87 -0.46
H -1.53 -1.26 0.84 0.33
C -1.57 -0.43 0.14 -0.04
C -1.81 0.83 0.50 -0.71
H 1.68 0.03 1.56 0.27
```

Values from the calculation:
net charge	+1
gap between HOMO and LUMO	0.2769	Ha

(d)
This record from OMol25 describes the ion C3H8NO with charge +1. The level of theory is ωB97M-V with the def2-TZVPD basis set.

Structure (XYZ):
```
13
Properties=species:S:1:pos:R:3:mulliken_charge:R:1
H 2.46 -1.16 -1.04 0.38
H 0.05 0.29 1.77 0.33
C -1.34 0.20 -0.48 -1.30
C 1.08 -0.52 0.03 0.06
H -1.42 -0.93 -0.63 0.32
N 0.69 0.53 0.99 -0.19
H -1.85 0.41 0.40 0.36
C 0.07 0.57 -0.33 0.11
H 0.47 -1.69 0.18 0.30
O 2.42 -0.56 -0.25 -0.45
H 1.15 1.41 1.15 0.31
H -1.88 0.71 -1.28 0.34
H 0.39 1.48 -0.87 0.42
```

Values from the calculation:
net charge	+1
gap between HOMO and LUMO	0.4527	Ha

Stability ranking, top entry: (b); the second entry is 1.070 eV less favorable.

(a)
This record from OMol25 describes an isolated molecule of C2H4N2O2. The level of theory is ωB97M-V with the def2-TZVPD basis set.

Structure (XYZ):
```
10
Properties=species:S:1:pos:R:3:mulliken_charge:R:1
N -1.06 1.14 -0.36 -0.31
H 1.31 -1.81 -0.44 0.35
H -0.84 1.03 1.59 0.43
O 0.73 -1.02 -0.55 -0.51
N -0.81 0.75 -1.62 -0.39
O 1.11 -0.81 1.64 -0.56
H -1.55 1.09 -2.13 0.25
C 0.50 -0.42 0.66 0.78
C -0.51 0.64 0.67 -0.29
H -0.55 -0.26 -1.77 0.26
```

Values from the calculation:
gap between HOMO and LUMO	0.3696	Ha

(b)
This record from OMol25 describes an isolated molecule of C2H4N2O2. The level of theory is ωB97M-V with the def2-TZVPD basis set.

Structure (XYZ):
```
10
Properties=species:S:1:pos:R:3:mulliken_charge:R:1
O 1.92 -0.91 0.00 -0.40
C -1.73 0.32 0.01 0.22
H 0.36 1.97 -0.04 0.26
H 2.89 -1.13 0.11 0.35
C 0.67 0.89 -0.04 0.20
H -0.26 -0.97 0.12 0.26
N -0.42 0.02 0.22 -0.14
H -1.91 1.44 0.21 0.20
O -2.55 -0.61 -0.12 -0.54
N 1.89 0.49 -0.12 -0.42
```

Values from the calculation:
gap between HOMO and LUMO	0.3860	Ha

(c)
This record from OMol25 describes an isolated molecule of C2H4N2O2. The level of theory is ωB97M-V with the def2-TZVPD basis set.

Structure (XYZ):
```
10
Properties=species:S:1:pos:R:3:mulliken_charge:R:1
N -1.06 -0.25 -1.24 -0.28
H -0.95 -0.69 1.37 0.23
C -0.53 0.38 1.04 -0.22
C 0.23 -0.39 -1.21 0.08
H -0.93 0.92 1.81 0.32
H 0.76 -1.20 -1.80 0.26
N 1.16 0.37 -0.45 -0.21
H 2.06 -0.41 -0.39 0.34
O 0.72 0.67 1.00 -0.25
O -1.47 0.60 -0.12 -0.27
```

Values from the calculation:
gap between HOMO and LUMO	0.3766	Ha

Stability ranking, top entry: (a); the second entry is 0.748 eV less favorable.

(a)
This record from OMol25 describes an isolated molecule of C5H8. The level of theory is ωB97M-V with the def2-TZVPD basis set.

Structure (XYZ):
```
13
Properties=species:S:1:pos:R:3:mulliken_charge:R:1
C -0.23 1.88 -0.24 -0.97
H -0.57 1.59 -1.26 0.26
C -0.42 -1.59 0.01 -1.16
C 1.96 -0.39 0.26 -0.47
H 2.31 -1.38 -0.11 0.16
H -0.88 -2.07 0.88 0.27
H 0.16 -2.29 -0.58 0.37
H -0.93 2.64 0.11 0.32
C 0.56 -0.43 0.35 0.35
H 0.80 2.22 -0.35 0.37
C -0.29 0.63 0.53 -0.14
H -1.24 0.41 1.04 0.31
H -1.23 -1.23 -0.64 0.32
```

Values from the calculation:
gap between HOMO and LUMO	0.2526	Ha

(b)
This record from OMol25 describes an isolated molecule of C5H8. The level of theory is ωB97M-V with the def2-TZVPD basis set.

Structure (XYZ):
```
13
Properties=species:S:1:pos:R:3:mulliken_charge:R:1
H -0.66 1.33 -1.98 0.29
H -2.02 0.69 -1.15 0.36
C -0.30 1.20 0.92 -0.95
H 1.40 -0.88 -0.97 0.30
C -0.97 0.49 -1.36 -1.28
H -0.93 -0.41 -1.96 0.34
C 1.10 -1.50 0.98 -0.71
C -0.17 0.36 -0.10 0.75
C 0.84 -0.72 -0.05 -0.25
H 0.33 1.11 1.80 0.32
H -1.01 2.01 0.95 0.28
H 1.86 -2.26 1.00 0.26
H 0.52 -1.41 1.91 0.28
```

Values from the calculation:
gap between HOMO and LUMO	0.3716	Ha

(c)
This record from OMol25 describes an isolated molecule of C5H8. The level of theory is ωB97M-V with the def2-TZVPD basis set.

Structure (XYZ):
```
13
Properties=species:S:1:pos:R:3:mulliken_charge:R:1
H 0.51 1.72 0.52 0.23
H 0.80 -1.03 -2.46 0.20
C 0.03 0.46 -1.30 -0.12
H 1.46 -0.55 0.97 0.32
H -1.21 1.82 -0.01 0.30
H -0.34 1.12 -2.08 0.34
H 0.31 -2.00 1.09 0.33
C 0.62 -0.73 -1.42 -0.86
C -0.34 1.17 0.11 -0.47
H -1.63 -0.53 0.70 0.35
C 0.44 -0.93 1.06 -0.78
H 0.01 -0.46 2.09 0.27
C -0.64 -0.08 0.72 -0.10
```

Values from the calculation:
gap between HOMO and LUMO	0.2670	Ha

(d)
This record from OMol25 describes an isolated molecule of C5H8. The level of theory is ωB97M-V with the def2-TZVPD basis set.

Structure (XYZ):
```
13
Properties=species:S:1:pos:R:3:mulliken_charge:R:1
H -1.54 -0.83 1.58 0.28
C -1.47 0.58 -0.13 -0.64
C 1.27 -0.64 -0.08 0.40
H -1.80 1.32 0.61 0.26
H 1.48 1.11 -1.11 0.24
H -1.85 -1.59 0.02 0.26
H 2.85 0.80 -0.03 0.27
C -1.25 -0.82 0.52 -0.27
C 0.20 -1.02 0.33 -0.43
H -2.19 0.55 -0.95 0.27
H -0.53 0.95 -0.55 -0.02
C 2.16 0.33 -0.73 -0.91
H 2.71 -0.08 -1.58 0.29
```

Values from the calculation:
gap between HOMO and LUMO	0.3773	Ha

Stability ranking, top entry: (b); the second entry is 1.183 eV less favorable.

(a)
This record from OMol25 describes an isolated molecule of C5H8. The level of theory is ωB97M-V with the def2-TZVPD basis set.

Structure (XYZ):
```
13
Properties=species:S:1:pos:R:3:mulliken_charge:R:1
H -0.82 2.07 -0.63 0.39
H -0.30 0.29 1.60 0.33
H 1.32 -1.16 -0.51 0.25
H 1.88 1.56 -1.30 0.38
C 1.15 1.04 -0.69 -0.25
H 1.97 -0.28 0.90 0.26
H -1.29 -1.16 -0.92 0.34
C -1.31 -0.96 0.16 -1.36
C -0.12 1.29 -0.35 -0.67
H -1.16 -1.91 0.69 0.34
C 1.23 -0.25 0.09 -0.78
H -2.31 -0.59 0.42 0.35
C -0.24 0.06 0.53 0.44
```

Values from the calculation:
gap between HOMO and LUMO	0.3922	Ha

(b)
This record from OMol25 describes an isolated molecule of C5H8. The level of theory is ωB97M-V with the def2-TZVPD basis set.

Structure (XYZ):
```
13
Properties=species:S:1:pos:R:3:mulliken_charge:R:1
C 1.58 -1.90 -0.98 -0.83
H 1.71 -2.95 -1.21 0.27
H 2.50 -1.33 -0.90 0.24
C -0.92 0.51 0.31 0.00
H -1.23 1.93 1.90 0.27
H -0.17 2.49 0.60 0.32
C -1.04 1.88 0.82 -1.12
H -1.96 2.34 0.43 0.31
H 1.14 0.56 -0.01 0.22
C 0.23 -0.03 -0.07 -0.21
H -0.41 -2.09 -0.55 0.24
C 0.43 -1.39 -0.55 -0.04
H -1.86 -0.03 0.20 0.33
```

Values from the calculation:
gap between HOMO and LUMO	0.3626	Ha

Stability ranking, top entry: (b); the second entry is 0.348 eV less favorable.

(a)
This record from OMol25 describes an isolated molecule of C5H8. The level of theory is ωB97M-V with the def2-TZVPD basis set.

Structure (XYZ):
```
13
Properties=species:S:1:pos:R:3:mulliken_charge:R:1
C -0.74 0.94 0.20 -0.48
H -2.44 -0.48 0.19 0.30
C 0.75 0.86 0.12 0.08
H 1.84 -1.04 1.08 0.24
H 2.89 1.15 -0.48 0.39
C -1.40 -0.36 -0.22 -1.00
H -1.35 -0.47 -1.33 0.27
H 1.76 -1.71 -0.72 0.27
C 2.00 0.67 -0.15 -0.31
C 1.67 -0.74 0.04 -0.76
H -1.10 1.79 -0.24 0.41
H -0.83 1.11 1.20 0.28
H -0.79 -1.19 0.17 0.31
```

Values from the calculation:
gap between HOMO and LUMO	0.3467	Ha

(b)
This record from OMol25 describes an isolated molecule of C5H8. The level of theory is ωB97M-V with the def2-TZVPD basis set.

Structure (XYZ):
```
13
Properties=species:S:1:pos:R:3:mulliken_charge:R:1
H 2.91 -0.83 -0.29 0.37
H 0.06 1.34 -0.73 0.29
H 0.04 1.26 0.98 0.36
H -3.20 -1.01 -0.25 0.42
C 0.86 -0.53 0.25 -0.11
C -1.58 0.44 0.00 -0.33
H 2.66 0.69 0.39 0.34
C -2.34 -0.44 -0.16 -0.41
C 2.17 -0.06 -0.21 -1.32
H 0.52 -1.37 -0.31 0.35
C -0.14 0.66 0.14 -0.48
H 0.97 -0.91 1.31 0.20
H 2.28 0.44 -1.20 0.34
```

Values from the calculation:
gap between HOMO and LUMO	0.4082	Ha

Stability ranking, top entry: (b); the second entry is 1.655 eV less favorable.